{
  "formula": "C4H6N2",
  "method": "ωB97M-V/def2-TZVPD",
  "homo_ev": [-6.863, -6.862],
  "e_above_lowest_kcal_mol": 150.0,
  "orbital_gap_ev": [7.082, 7.080],
  "elements": ["C", "N", "C", "C", "N", "C", "H", "H", "H", "H", "H", "H"],
  "xyz": [[-0.6528, 0.6597, 0.5629], [0.8191, -0.0173, 1.7165], [-0.1071, -0.6526, 0.7421], [-0.0289, -0.4989, -1.8512], [-1.2409, 1.6116, 0.0720], [0.3633, -0.7700, -0.6330], [1.0456, -0.6591, 2.4680], [1.6849, 0.2896, 1.2804], [-0.7725, 2.1437, -0.6861], [-0.7695, -1.4122, 1.1477], [-0.7390, 0.3108, -2.1107], [0.3977, -1.0053, -2.7085]],
  "forces_ev_per_a": [[-4.3966, -0.4536, -1.7949], [1.8135, -1.3176, 1.0647], [0.2274, 3.0756, 0.2894], [-0.0572, 0.8145, 0.0336], [1.9354, 0.3602, 0.4723], [0.6818, -1.5898, 0.1796], [0.1566, 0.1218, 0.0565], [-0.0529, -0.4288, -0.1354], [-0.5894, -0.3645, -0.0580], [0.2175, -0.1312, -0.1480], [-0.0607, -0.1028, 0.0997], [0.1247, 0.0162, -0.0594]],
  "mulliken_charge": [0.304, -0.554, 0.514, -0.604, -0.513, -0.805, 0.252, 0.250, 0.299, 0.383, 0.232, 0.242]
}